Record 1
Formula: C4H7NO
Source: OMol25
Level of theory: wB97M-V/def2-TZVPD

```
13
C4H7NO, DFT wB97M-V/def2-TZVPD
C -0.849 1.224 -1.439
C -0.180 0.284 -0.491
N -0.620 -0.831 -0.112
C 0.174 -1.666 0.756
C 1.641 0.424 1.053
O 1.121 0.680 -0.144
H -1.040 2.182 -0.946
H -1.791 0.796 -1.786
H -0.196 1.419 -2.296
H -0.333 -1.791 1.717
H 0.310 -2.646 0.295
H 1.201 -1.279 0.962
H 0.802 0.509 1.797
```

Results
Total energy (eV): -7795.174
Energy above the lowest of the compared OMol25 structures with the same formula, charge and spin (kcal per mole): 103.08
Gap between HOMO and LUMO (Ha): 0.344

Mulliken population analysis, charges in e, atoms 1 to 2: -1.019 0.786

---

Record 2
Formula: C38H72N2O15PS
Source: OMol25
Level of theory: wB97M-V/def2-TZVPD

```
129
C38H72N2O15PS, DFT wB97M-V/def2-TZVPD
C -0.465 -1.947 -3.906
O -0.992 -0.991 -2.948
C -1.313 0.260 -3.632
C -2.834 0.097 -4.211
C -3.691 1.435 -3.963
C -5.235 1.194 -3.580
C -5.881 -0.112 -4.287
C -6.388 0.072 -5.748
N -6.989 -1.016 -6.411
N -7.087 -2.162 -5.750
S -7.839 -3.459 -6.703
C -6.715 -2.577 -4.432
C -6.997 -4.063 -3.855
C -8.568 -4.255 -3.480
O -8.896 -5.326 -2.897
O -9.551 -3.245 -3.803
C -5.995 -1.477 -3.547
P -5.363 -1.803 -1.808
O -4.532 -3.115 -1.717
O -4.331 -0.579 -1.202
O -6.632 -2.016 -0.660
H -0.503 -2.989 -3.416
H -1.158 -2.015 -4.828
H 0.607 -1.713 -4.245
H -1.226 1.127 -2.889
H -0.543 0.433 -4.460
H -3.274 -0.817 -3.687
H -2.722 -0.043 -5.349
H -3.195 2.002 -3.087
H -3.633 2.148 -4.874
H -5.462 1.245 -2.455
H -5.823 2.083 -4.041
H -6.277 1.082 -6.288
H -6.811 -3.794 -7.596
H -6.440 -4.211 -2.848
H -6.629 -4.891 -4.545
H -10.204 -3.724 -4.382
H -3.474 -1.031 -0.970
H -6.781 -1.087 -0.314
C -7.193 3.746 -9.659
C -6.938 2.518 -8.830
O -6.778 2.591 -7.622
C -6.886 1.195 -9.548
H -7.204 4.625 -9.010
H -6.400 3.867 -10.399
H -8.163 3.665 -10.154
H -6.079 1.203 -10.283
H -7.843 1.002 -10.038
H -6.695 0.398 -8.826
C -0.383 -1.289 0.070
C 0.682 -2.225 0.579
O 1.831 -2.148 0.183
C 0.271 -3.258 1.594
H 0.057 -0.600 -0.654
H -1.173 -1.859 -0.424
H -0.794 -0.709 0.900
H -0.490 -3.915 1.168
H -0.112 -2.767 2.491
H 1.139 -3.861 1.869
C 6.728 -2.036 2.463
C 5.388 -1.515 2.901
O 5.174 -1.208 4.063
C 4.318 -1.386 1.851
H 7.400 -2.076 3.323
H 6.621 -3.044 2.056
H 7.159 -1.368 1.712
H 4.103 -2.365 1.418
H 4.641 -0.691 1.073
H 3.405 -0.999 2.310
C 7.588 -4.357 5.339
C 8.762 -4.710 4.464
O 8.681 -4.673 3.250
C 10.041 -5.111 5.150
H 6.736 -4.088 4.710
H 7.311 -5.216 5.954
H 7.839 -3.503 5.971
H 9.874 -6.003 5.757
H 10.401 -4.290 5.774
H 10.800 -5.337 4.398
C 9.662 1.019 -1.025
C 8.569 0.843 -0.005
O 8.168 -0.263 0.309
C 7.990 2.089 0.612
H 9.983 0.038 -1.383
H 9.289 1.597 -1.873
H 10.517 1.522 -0.570
H 7.543 2.715 -0.164
H 8.771 2.640 1.140
H 7.213 1.811 1.328
C 2.788 -2.352 5.539
C 1.637 -3.188 6.029
O 1.119 -4.031 5.318
C 1.149 -2.943 7.433
H 3.032 -2.637 4.514
H 2.512 -1.295 5.552
H 3.665 -2.522 6.167
H 0.800 -1.912 7.530
H 1.953 -3.139 8.145
H 0.316 -3.616 7.650
C 4.600 1.630 4.668
C 4.052 3.012 4.437
O 4.778 3.936 4.114
C 2.570 3.209 4.619
H 5.679 1.636 4.501
H 4.407 1.321 5.698
H 4.142 0.927 3.971
H 2.287 2.970 5.647
H 2.021 2.575 3.919
H 2.315 4.253 4.420
C -4.629 2.747 0.265
C -5.769 1.902 0.767
O -6.283 1.048 0.063
C -6.251 2.153 2.170
H -4.387 2.457 -0.760
H -4.916 3.800 0.273
H -3.748 2.590 0.890
H -6.610 3.180 2.262
H -5.441 1.969 2.879
H -7.076 1.473 2.396
C 3.904 7.318 3.810
C 2.631 8.113 3.696
O 2.372 8.753 2.692
C 1.689 8.087 4.871
H 4.484 7.429 2.892
H 4.500 7.689 4.647
H 3.671 6.261 3.950
H 2.187 8.491 5.755
H 1.358 7.063 5.059
H 0.815 8.703 4.648
```

Results
Total energy (eV): -94379.166
Net charge: +1
Gap between HOMO and LUMO (Ha): 0.199

Mulliken population analysis, charges in e, atoms 1 to 2: -0.784 -0.159